The following is a quantum chemistry calculation of 15 unconnected molecules or ions with the total composition C87H189N15O15, from OMol25.

Structure (XYZ):
```
306
C87H189N15O15 | OMol25 | ωB97M-V with the def2-TZVPD basis set
C -1.14148 -8.77562 1.24096
C 0.36783 -8.92721 1.47629
C 1.06385 -10.19815 0.97824
C 1.23668 -10.21093 -0.56641
C 2.04533 -8.94816 -0.96608
C 1.40807 -7.58236 -0.47303
N 1.17963 -7.77778 0.95483
O 0.60173 -6.56056 1.43794
C 2.46296 -6.45790 -0.61894
C 0.16317 -7.16936 -1.24234
C 0.62573 -8.89860 3.00199
H -1.34490 -8.97607 0.19303
H -1.35791 -7.76672 1.55373
H -1.84457 -9.47902 1.75135
H 2.07435 -10.23641 1.42361
H 0.57627 -11.02807 1.43624
H 0.27398 -10.17030 -1.07750
H 1.74135 -11.09291 -0.96548
H 2.18521 -8.86666 -2.03637
H 2.99584 -8.99629 -0.44300
H 2.87836 -6.66641 -1.58667
H 2.08398 -5.41041 -0.59917
H 3.18611 -6.62975 0.16901
H -0.22924 -6.21468 -0.87562
H 0.54703 -6.99389 -2.26405
H -0.58520 -7.92841 -1.35918
H 0.18975 -9.77669 3.47499
H 0.12213 -8.05359 3.46843
H 1.70523 -8.89227 3.21056
H 1.28406 -6.32379 2.07645
C 0.99316 -1.39048 1.18572
C -0.13850 -1.08151 0.16853
C -1.42565 -0.59632 0.93778
C -2.49157 0.12844 0.05703
C -1.78013 1.23996 -0.70585
C -0.58269 0.77134 -1.52267
N 0.27593 0.08501 -0.59095
O 1.59419 -0.19165 -1.22858
C -0.99136 -0.00473 -2.70139
C 0.18947 2.07914 -1.95667
C -0.41960 -2.30123 -0.69900
H 1.80022 -1.86921 0.59746
H 0.58449 -2.00771 1.99749
H 1.38480 -0.50459 1.69062
H -1.86312 -1.45302 1.47241
H -1.03330 0.00600 1.75101
H -3.27262 0.50996 0.73986
H -2.91872 -0.56095 -0.60636
H -1.46088 2.00525 0.01272
H -2.50021 1.75029 -1.36768
H -1.87488 -0.65290 -2.55684
H -1.23318 0.75576 -3.45026
H -0.17841 -0.60575 -3.07906
H 0.78559 1.93181 -2.85874
H -0.59199 2.81462 -2.15307
H 0.89388 2.39635 -1.16368
H -0.35517 -3.19017 -0.04936
H 0.15113 -2.39804 -1.62739
H -1.47487 -2.18987 -0.97138
H 1.58211 -0.93328 -1.90217
C 0.30910 5.49282 -2.64257
C 1.20885 6.46825 -1.85763
C 2.55535 6.78525 -2.51450
C 3.25936 7.99505 -1.95998
C 2.43431 9.28379 -2.11511
C 0.99769 9.03848 -1.47742
N 0.44555 7.77249 -1.97542
O -0.85930 7.73696 -1.44052
C 1.04543 9.16810 0.04043
C 0.03031 10.12615 -2.06422
C 1.26312 5.98101 -0.42743
H -0.66635 5.37855 -2.17998
H 0.80803 4.49791 -2.54908
H 0.18880 5.74803 -3.67983
H 3.13494 5.88724 -2.25427
H 2.35872 6.70596 -3.61881
H 4.29875 7.98504 -2.34481
H 3.44897 7.85794 -0.88295
H 2.31344 9.45027 -3.19868
H 2.98372 10.14639 -1.67315
H 0.04760 8.96285 0.43081
H 1.73831 8.46994 0.53251
H 1.38625 10.16112 0.34768
H -0.14962 9.82740 -3.10050
H -0.91207 10.13046 -1.53277
H 0.51720 11.08367 -2.10727
H 2.02278 6.54340 0.18349
H 1.45095 4.88154 -0.33020
H 0.28507 6.05348 0.02762
H -0.70859 7.50196 -0.50903
C -5.38008 -1.28807 3.63351
C -6.71603 -1.89301 3.13887
C -7.97666 -1.12481 3.73323
C -8.34460 0.14488 2.96149
C -8.45716 -0.15910 1.47086
C -7.11893 -0.72554 0.88065
N -6.81124 -1.94708 1.65517
O -5.49879 -2.33451 1.17423
C -7.50080 -1.18283 -0.53920
C -5.99728 0.41475 0.78467
C -6.69302 -3.36092 3.61244
H -4.55457 -1.92311 3.33278
H -5.49434 -1.21468 4.70416
H -5.13602 -0.27823 3.36292
H -8.74448 -1.89370 3.61607
H -7.81872 -0.88736 4.81200
H -7.63534 1.00511 3.09147
H -9.30746 0.51373 3.32298
H -8.75799 0.78610 0.95029
H -9.30626 -0.86409 1.30269
H -8.48445 -1.70609 -0.59083
H -7.69456 -0.26067 -1.07506
H -6.68115 -1.74525 -0.99056
H -5.58333 0.31256 -0.20710
H -6.36525 1.41721 1.02833
H -5.18462 0.14284 1.45085
H -6.37419 -3.42950 4.63517
H -5.87907 -3.81328 3.05574
H -7.68066 -3.71907 3.42411
H -5.62954 -3.19833 0.71737
C 6.00339 1.35025 4.78745
C 5.34857 1.14721 6.19348
C 4.29914 2.22696 6.57783
C 2.89443 2.10752 5.98964
C 2.35317 0.71065 6.25215
C 3.30892 -0.32182 5.73806
N 4.63171 -0.15396 6.33554
O 5.46960 -1.09351 5.74481
C 2.83330 -1.73426 6.11652
C 3.33296 -0.29235 4.18148
C 6.49660 1.08273 7.20559
H 6.40540 2.37396 4.86743
H 5.34745 1.29241 3.91192
H 6.82677 0.65805 4.69275
H 4.20694 2.16151 7.69274
H 4.77275 3.19255 6.36818
H 2.90920 2.32978 4.90268
H 2.24174 2.91581 6.34133
H 1.30210 0.55919 5.81126
H 2.14098 0.48018 7.33063
H 2.93265 -1.91428 7.19121
H 1.72340 -1.77079 5.92726
H 3.40669 -2.46624 5.49664
H 3.16583 0.74336 3.81600
H 4.28457 -0.73467 3.81247
H 2.52464 -0.84485 3.66859
H 6.12038 0.72126 8.19016
H 7.05490 2.02825 7.31212
H 7.21607 0.29659 6.89931
H 5.68926 -1.80883 6.35431
C 5.43954 3.56050 -0.77924
C 4.96000 2.49716 -1.70399
C 6.14372 2.07728 -2.59892
C 7.24142 1.32084 -1.87542
C 6.65459 0.04980 -1.25593
C 5.50416 0.31488 -0.26403
N 4.49761 1.23191 -1.00903
O 3.46628 1.47896 0.01268
C 4.73674 -0.98869 0.01997
C 5.99192 0.83347 1.07321
C 3.71213 3.09491 -2.43957
H 6.38529 3.36536 -0.26338
H 4.70981 3.72083 0.00301
H 5.56036 4.54766 -1.20503
H 5.76735 1.39042 -3.36992
H 6.56143 2.92414 -3.19855
H 7.65394 1.97528 -1.11836
H 8.08755 1.18763 -2.55250
H 7.41488 -0.48256 -0.65650
H 6.28843 -0.59172 -2.06683
H 5.29393 -1.74402 0.62078
H 3.81950 -0.77874 0.59022
H 4.46488 -1.59341 -0.88695
H 6.55559 0.00982 1.56936
H 6.75118 1.63375 0.97382
H 5.10406 1.06289 1.64228
H 2.83988 3.23116 -1.73083
H 3.41174 2.36529 -3.19435
H 4.01046 4.04355 -2.87922
H 2.64372 0.99713 -0.24427
C -1.56711 3.17228 5.15545
C -2.77622 3.57256 4.29147
C -3.69709 4.53506 5.04857
C -4.76956 5.17513 4.14767
C -4.05797 5.89352 2.98720
C -3.08459 4.99429 2.15523
N -2.21833 4.37837 3.17729
O -1.27320 3.54486 2.49713
C -3.93149 3.97723 1.28562
C -2.07657 5.78989 1.27591
C -3.54533 2.38306 3.74968
H -0.88237 2.47920 4.65342
H -1.97627 2.65189 6.02083
H -1.10771 4.09724 5.47075
H -4.00889 4.03544 5.95134
H -3.05154 5.38991 5.43997
H -5.39255 5.85931 4.70262
H -5.40070 4.41630 3.74109
H -3.44093 6.70197 3.42137
H -4.71680 6.42802 2.26249
H -4.28829 4.52207 0.37104
H -3.21442 3.19761 1.04638
H -4.76459 3.47404 1.76275
H -2.65476 6.52024 0.77652
H -1.33614 6.30269 1.93371
H -1.61724 5.18245 0.53527
H -4.54524 2.58177 3.45140
H -3.63446 1.73480 4.65267
H -2.90719 1.91141 3.04209
H -0.51749 4.13292 2.57945
C 1.51624 2.52619 2.46279
C 2.15818 3.84258 2.66355
O 1.48168 4.82301 3.04570
N 3.47077 3.83618 2.38563
C 4.32218 5.03621 2.61317
H 2.23743 1.84677 2.05569
H 0.67357 2.55070 1.76060
H 1.20701 2.19415 3.46556
H 3.90440 3.04714 1.94621
H 4.96098 5.29069 1.73796
H 4.87165 4.91801 3.53921
H 3.72258 5.96471 2.73669
C 1.45811 3.69204 -5.46203
C 1.71918 2.32986 -5.95572
O 2.81796 1.99948 -6.44761
N 0.66488 1.49953 -5.81503
C 0.56668 0.10410 -6.24157
H 1.89347 4.43628 -6.14691
H 1.94450 3.73512 -4.45339
H 0.42275 3.89008 -5.32418
H -0.19277 1.89301 -5.43556
H 1.38830 -0.16705 -6.88449
H -0.38271 0.00963 -6.82111
H 0.45782 -0.56378 -5.36714
C 3.74527 -0.77015 -4.10226
C 2.93123 -2.02033 -4.14318
O 1.89284 -2.12759 -3.48802
N 3.34285 -2.92716 -5.03756
C 2.69923 -4.24598 -5.25381
H 4.83673 -0.99291 -4.24193
H 3.62263 -0.24697 -3.10416
H 3.38151 -0.29591 -5.02015
H 4.13341 -2.71699 -5.61697
H 2.50019 -4.73253 -4.32937
H 3.30651 -4.93651 -5.85445
H 1.74328 -4.19329 -5.82454
C -3.99102 1.96237 -4.08224
C -2.96959 2.15583 -5.15974
O -1.90095 2.73972 -4.95242
N -3.15108 1.57124 -6.36507
C -2.26622 1.73376 -7.51220
H -3.84039 2.73930 -3.35392
H -3.75205 0.99738 -3.59129
H -5.02122 1.97969 -4.48133
H -4.02764 1.13272 -6.61690
H -2.18874 0.77928 -8.05202
H -1.27066 1.96640 -7.18711
H -2.58411 2.50530 -8.22652
C -6.30979 -1.56418 -7.78683
C -4.98110 -1.62217 -7.14452
O -3.90148 -1.62362 -7.81011
N -4.95527 -1.71803 -5.80034
C -3.78040 -2.23589 -5.11138
H -6.01366 -1.52397 -8.80518
H -6.92810 -0.72551 -7.56525
H -6.80482 -2.52556 -7.63577
H -5.87040 -2.00062 -5.46404
H -3.89124 -1.98914 -4.06849
H -2.86870 -1.76936 -5.51257
H -3.75255 -3.30556 -5.37988
C 0.76911 -3.93129 4.19901
C 1.81090 -5.00409 4.50220
O 1.68253 -5.67460 5.50707
N 2.79022 -5.20786 3.50266
C 3.08515 -4.42859 2.34655
H 1.30307 -2.95621 4.24128
H -0.04605 -3.99936 4.90215
H 0.45867 -4.02049 3.14897
H 3.50124 -5.88975 3.78323
H 3.35522 -3.38571 2.57174
H 2.33195 -4.54724 1.58612
H 3.97629 -4.90064 1.93548
C -1.30733 -4.60273 -3.20293
C -1.15174 -4.70359 -4.70715
O -1.14739 -5.70161 -5.37530
N -1.01140 -3.40195 -5.20527
C -0.83902 -3.18984 -6.65430
H -1.75236 -5.56001 -2.89591
H -1.91124 -3.74047 -2.93174
H -0.32701 -4.54466 -2.67186
H -0.65545 -2.72485 -4.57453
H -1.78003 -2.89267 -7.10534
H -0.52784 -4.13577 -7.08419
H -0.01514 -2.47790 -6.80634
C -3.34552 -6.70051 -0.22246
C -3.99738 -5.40593 0.22779
O -5.11336 -5.01507 -0.15825
N -3.26451 -4.65452 1.05082
C -1.99783 -4.86251 1.62732
H -2.25817 -6.65017 -0.32787
H -3.80979 -6.95867 -1.16834
H -3.53977 -7.48155 0.52990
H -3.64116 -3.78017 1.29939
H -2.05205 -5.51396 2.48162
H -1.75901 -3.92522 2.12950
H -1.24721 -5.07416 0.86498
```

Energy = -5378.036381 Ha
Highest occupied orbital energy = -8.21 eV

Löwdin population analysis, charges in e, atoms 1 to 5: -0.0290, -0.4913, -0.1277, -0.1488, -0.1079